{"formula": "C3H4S2", "method": "the ωB97M-V functional and the def2-TZVPD basis", "elements": ["C", "C", "S", "C", "S", "H", "H", "H", "H"], "xyz": [[1.99, -1.87, -0.94], [0.77, -1.29, -1.07], [0.60, 0.27, -0.57], [-0.77, 0.10, 0.52], [-1.55, 1.30, 1.31], [2.07, -2.95, -1.14], [2.73, -1.30, -0.49], [-0.13, -1.66, -1.54], [-1.26, -0.78, 0.31]], "gap_ev": 8.300, "lumo_ev": -0.475, "smiles": "C=CSC=S", "relative_energy_kcal_mol": 32.4, "homo_ev": -8.77}